1.
13
Properties=species:S:1:pos:R:3 method="wB97M-V/def2-TZVPD" e_lumo_ev=-0.6 smiles="Cc1cnc(=S)oc1" homo_lumo_gap_ev=7.9 total_energy_ha=-721.66460 de_lowest_kj_mol=144.52
C 1.94674 -0.02526 0.02775
C 0.45435 -0.01199 0.03251
C -0.24914 1.19275 0.01759
N -1.54750 1.20882 -0.03550
C -2.28014 0.02350 0.02031
S -3.89586 0.01123 0.01821
O -1.63285 -1.18387 0.00437
C -0.24462 -1.16822 -0.00198
H 2.36578 0.19738 1.03395
H 2.33914 0.73124 -0.68007
H 2.34622 -0.96980 -0.36134
H 0.23181 2.17283 -0.00619
H 0.16605 -2.17862 -0.06960

***

2.
13
Properties=species:S:1:pos:R:3 method="wB97M-V/def2-TZVPD" e_lumo_ev=-0.1 smiles="Cc1nc(=S)cco1" homo_lumo_gap_ev=8.2 total_energy_ha=-721.60544 de_lowest_kj_mol=299.84
C -0.33000 2.20719 0.01185
C -0.24108 0.59743 -0.16164
N 1.02460 0.27221 -0.38510
C 1.25324 -1.01545 -0.20960
S 2.74963 -1.44944 -0.23100
C 0.19426 -1.90678 0.04701
C -1.01159 -1.48738 0.32995
O -1.24106 -0.09212 0.15589
H -0.47361 2.53698 0.99355
H 0.71271 2.48748 -0.62918
H -1.22845 2.63390 -0.56014
H 0.44554 -2.94117 -0.06418
H -1.85419 -1.84285 0.70259

***

3.
12
Properties=species:S:1:pos:R:3 method="wB97M-V/def2-TZVPD" e_lumo_ev=-0.5 homo_lumo_gap_ev=8.5 total_energy_ha=-646.35581 de_lowest_kj_mol=254.69
C 1.11921 1.31717 0.19933
C 3.11598 0.35241 -0.09579
C 0.54669 0.14626 0.02732
C -1.57135 -1.08654 -0.42071
C -0.60012 -0.64877 0.35199
N 2.47332 1.38620 0.26684
S 2.41045 -1.16341 -0.25494
H 0.71468 2.30737 0.32622
H 4.15071 0.40973 -0.12597
H -2.30409 -1.70531 0.02196
H -1.68444 -0.96403 -1.46522
H -0.53480 -0.89991 1.43761

***

4.
12
Properties=species:S:1:pos:R:3 method="wB97M-V/def2-TZVPD" e_lumo_ev=4.2 charge=-1 smiles="O=C([O-])[C@]12C[C@@H]1C2" homo_lumo_gap_ev=8.0 total_energy_ha=-343.95318 de_lowest_kj_mol=217.04
O 2.89986 0.02064 2.02187
C 2.00243 0.87664 1.97500
O 1.76493 1.96314 2.40208
C 0.62116 0.34301 0.86027
C -0.14900 -0.89677 0.65885
C 0.53342 -0.24832 -0.47929
C -0.01986 1.13254 -0.21434
H -1.16949 -0.94181 0.67362
H 0.12312 -1.87561 1.02091
H 1.31678 -0.66890 -1.12241
H 0.60833 2.04740 -0.54226
H -1.06159 1.40671 -0.14634

***

5.
12
Properties=species:S:1:pos:R:3 method="wB97M-V/def2-TZVPD" e_lumo_ev=4.0 charge=-1 smiles="O=C=CC1([O-])CC1" homo_lumo_gap_ev=6.6 total_energy_ha=-343.89761 de_lowest_kj_mol=362.92
O -2.55176 2.35121 -1.57116
C -1.98108 1.66886 -0.81332
C -1.20780 0.83779 -0.18290
C 0.22814 -0.11191 -0.49114
O 0.71833 -0.07694 -1.66111
C 0.53657 -1.47912 0.39706
C 1.23340 -0.09577 0.61667
H -1.33398 0.62657 0.90761
H -0.10069 -1.92280 1.06585
H 1.16509 -2.18604 -0.17607
H 2.16948 0.14017 0.20905
H 1.12431 0.24797 1.69945

***

6.
13
Properties=species:S:1:pos:R:3 method="wB97M-V/def2-TZVPD" e_lumo_ev=3.5 charge=-1 homo_lumo_gap_ev=6.3 total_energy_ha=-742.15490 de_lowest_kj_mol=187.69
C -0.80624 1.10185 1.55599
C 0.03937 -0.04144 1.54177
C -1.15813 1.74129 0.41563
C 0.66024 -0.46031 0.20821
C 0.35088 0.36843 -0.92832
O 0.35383 -0.57986 2.59360
O -1.73772 2.60872 -0.15305
S -0.21709 -0.61406 -2.31645
H -0.85872 1.79094 2.48260
H 1.69267 -0.70995 0.44446
H 0.01934 -1.36695 0.11337
H 1.17842 1.05916 -1.32278
H -0.83310 0.46974 -2.73979

***

7.
17
Properties=species:S:1:pos:R:3 method="wB97M-V/def2-TZVPD" e_lumo_ev=6.3 charge=-2 homo_lumo_gap_ev=7.0 total_energy_ha=-986.35054 de_lowest_kj_mol=54.17
C -0.72354 1.92245 -0.22665
C 1.58407 0.17730 -2.02103
C 1.84793 0.31761 1.61500
C -1.57293 -1.05046 0.89433
C -0.84280 -1.08008 -0.38362
O -1.59214 1.82848 -1.14549
O 1.33333 -0.93356 -2.40916
O 2.70316 1.17468 1.45251
O -0.57833 2.67369 0.71189
O 2.30673 1.12513 -2.35650
O 1.48562 -0.53121 2.37924
P 0.58458 0.45797 -0.28102
H -2.26374 -1.88794 1.01118
H -0.84155 -1.16667 1.63079
H -2.18330 -0.15745 0.99275
H -1.17132 -1.01909 -1.30007
H -0.07576 -1.85084 -0.56413

***

8.
17
Properties=species:S:1:pos:R:3 method="wB97M-V/def2-TZVPD" e_lumo_ev="-8.5 / -10.4" charge=+2 homo_lumo_gap_ev="8.6 / 7.4" total_energy_ha=-1302.26920 spin_multiplicity=8
C -0.29665 -0.35768 4.43894
C 0.10943 0.67544 3.14175
O 1.26966 0.35831 2.66782
O -0.74150 0.10367 5.41466
H 0.01483 -1.40484 4.24365
H 0.02505 1.67751 3.58805
C 0.43575 -0.11433 -2.15456
C 0.29011 0.54299 -3.49865
O -1.00742 0.12390 -3.90033
C -1.52293 -0.73228 -3.03646
O -0.63492 -0.86561 -1.95521
O -2.50505 -1.37680 -3.14031
O 1.45783 -0.25449 -1.50812
H 1.05315 0.19492 -4.20777
H 0.33512 1.63651 -3.41063
Sm 2.51427 -0.63078 0.82707
H -0.79672 0.42357 2.49010